(1)
50
Properties=species:S:1:pos:R:3 method="wB97M-V/def2-TZVPD" smiles="COC(=O)CSc1nnc([C@H](Cc2ccccc2)NC(=O)OC(C)(C)C)o1" orbital_gap_ev=9.45 e_above_lowest_ev=1.170 e_lumo_ev=0.63
C 0.05409 2.54675 -0.25554
H 4.39891 -2.61030 -0.88692
C -1.42767 2.65558 -0.48190
H -3.53629 -3.15012 1.79205
H -1.67108 4.41268 0.71502
O 2.11049 0.53377 -0.87573
H -2.74914 -3.34779 -2.51164
C -0.58525 0.60522 1.14166
S -4.00753 -0.77960 1.85929
H 0.52100 3.52985 -0.18546
H -1.51274 0.90610 -1.71069
N -0.37470 -0.60280 0.74891
H -1.75310 -4.65026 -1.78291
C -4.19817 2.70339 -0.73530
H -4.11993 4.46436 0.47953
C 5.40189 -1.16419 1.22737
H 4.32580 0.39565 -1.66504
C -4.09085 -2.45846 1.16126
H 2.93944 -1.64374 -1.15306
C 5.05569 0.09033 -0.92092
C -2.09189 -3.62243 -1.68455
H 4.90847 -1.72257 2.01830
C 3.67165 -1.95601 -0.41432
C 2.38436 0.63363 0.29087
H 5.82682 -0.50319 -1.40391
H 0.06940 2.44382 1.90828
H 5.51175 0.97905 -0.48975
C -2.36668 -0.46211 1.45643
H 6.16407 -1.79018 0.77331
H -5.14899 -2.71820 1.14274
O -3.73631 -1.60863 -1.06903
N 1.71283 1.40641 1.20628
C -3.46326 1.70720 -1.35633
H 0.52060 1.98452 -1.06308
O 3.43623 0.08020 0.91099
C -2.17282 3.65507 0.12884
O -1.84379 0.76355 1.63224
H -3.95905 0.92910 -1.91578
C -3.55037 3.68292 -0.00253
H 2.03487 1.26148 2.15266
C 4.38050 -0.73643 0.17257
C 0.32442 1.78791 1.06747
N -1.51413 -1.29753 0.94698
H 5.87517 -0.28922 1.66512
C -2.08557 1.68960 -1.23467
H -1.24091 -2.93966 -1.65528
H 3.15846 -2.50328 0.37310
C -3.51938 -2.45797 -0.24947
H -5.27467 2.71447 -0.82052
O -2.79264 -3.54792 -0.44697

---

(2)
34
Properties=species:S:1:pos:R:3 method="wB97M-V/def2-TZVPD" smiles="Cc1cc(NC(=O)CSc2nnc(-c3ccccc3Cl)o2)no1" orbital_gap_ev=8.81 e_above_lowest_ev=0.000 e_lumo_ev=0.05
C -2.56792 -0.56611 -0.35065
H 1.84185 -4.04697 -0.13404
N -1.79134 -0.55992 -1.39506
C -4.64564 0.10611 0.88531
C 4.98425 1.49602 0.51206
C -6.22938 1.54246 -0.20809
O 3.61269 -2.30017 -0.87518
H 1.55329 -0.82357 1.01180
N 2.41187 -0.93652 0.48838
C 2.61031 -2.05647 -0.24838
H 7.05566 1.82204 0.83322
H 6.46740 2.33723 -0.74764
S 0.14493 -2.81604 0.98372
O 4.03550 1.99285 1.32235
C -4.23445 0.88366 -1.35559
N -0.72481 -1.32121 -1.11909
C -0.89614 -1.76717 0.09042
C 3.30109 0.10991 0.61944
H -7.16192 2.08515 -0.18691
H 0.96309 -2.97650 -1.24801
H -5.72572 2.15202 -2.20060
H -3.58791 0.89375 -2.21831
C -5.84158 0.80910 0.89764
H -6.46128 0.77452 1.77972
C 1.44444 -3.04117 -0.27069
O -2.04020 -1.32951 0.64315
Cl -4.21109 -0.79296 2.29133
H 6.07714 3.29154 0.70089
C -3.82542 0.13549 -0.24615
N 2.99310 1.13076 1.38699
C 6.22152 2.28798 0.31034
C 4.57605 0.28636 0.02571
C -5.42363 1.57981 -1.33747
H 5.07425 -0.38247 -0.64061

---

(3)
18
Properties=species:S:1:pos:R:3 method="wB97M-V/def2-TZVPD" orbital_gap_ev=7.35 e_above_lowest_ev=6.097 total_charge=-1 e_lumo_ev=3.15
C -1.39112 0.47450 2.29871
O -1.16984 1.62265 2.79922
H 2.22974 -1.53067 -0.55634
H 1.37630 2.54368 -1.08845
H -1.07370 -1.23167 -1.94512
C 0.96739 -0.47353 -1.59246
H -1.60584 -1.50160 0.59071
H 0.14490 -1.59740 0.69703
C -0.44872 -0.74808 -1.21250
N 2.13140 -0.55023 -0.79390
H 1.21337 -0.45231 -2.66884
H -1.16152 1.04189 0.28731
H 0.31734 0.81277 1.09803
H 1.84559 2.30919 -0.67461
H 0.08370 0.45176 -1.24524
C -0.68701 -0.99160 0.26532
C -0.66724 0.31780 0.99940
O -2.10474 -0.49716 2.74173

---

(4)
73
Properties=species:S:1:pos:R:3 method="wB97M-V/def2-TZVPD" orbital_gap_ev=8.77 e_lumo_ev=-0.36
Cl -0.13965 1.86091 -1.95458
H -2.35814 -4.44739 2.80130
C 5.96744 3.15788 1.31588
O 4.25665 -4.60760 0.94635
Cl -3.63508 2.99868 -2.79954
H -7.90646 1.92010 -4.70868
C 5.35599 0.72326 -5.24596
C -1.87380 -3.58390 2.24915
H -2.68337 -1.96548 3.68570
Cl 6.80721 1.67913 -5.58241
Cl 0.79210 2.19266 -4.68927
Cl 6.40655 -1.95784 -0.31960
H 7.09077 6.74638 6.08719
H -4.76877 -7.75421 0.85053
H -0.88122 -4.95066 0.58466
Cl -9.18836 2.02108 -6.67655
Cl 6.87611 4.54007 6.86970
H -3.44592 1.12596 -4.20837
Cl 1.92032 2.87653 1.21220
C -2.05144 -2.10901 2.73315
C -4.59618 -7.02687 1.64151
Cl 2.42593 0.75281 -2.75058
H 7.03925 3.18511 1.50409
Cl 5.22144 4.53185 2.14238
C 4.87175 -2.38859 2.10096
Cl -9.73388 3.27173 -4.10747
Cl 7.52308 5.44102 4.18047
H 6.20509 -4.06331 1.48964
C -8.97281 1.89882 -4.92487
H -0.09658 3.70172 2.09545
O 2.25859 -4.17153 2.03073
H -11.21072 5.18032 -2.19537
C -3.92163 1.31103 -3.24707
C 2.94183 -4.09378 0.99213
Cl 0.95690 2.71561 3.95172
Cl -5.99762 -5.95039 1.72375
Cl -13.42032 5.05221 -1.40352
Cl -3.20661 0.22044 -2.05254
H 3.89697 -2.16123 2.67638
H 5.18038 -0.42473 1.10350
H 3.99334 -1.45687 0.17427
C -0.39581 -2.67035 0.20842
Cl -4.39255 -7.90047 3.16671
Cl 4.94788 6.10929 5.35925
Cl -10.97153 4.27477 -0.03928
O 0.32613 -2.56399 -2.19749
H 5.71667 -2.00879 2.79762
C 0.47625 -3.09399 -1.08078
Cl 5.32958 1.63201 1.94745
Cl -9.63375 0.37213 -4.32196
C -1.41585 -0.92809 1.94018
O 2.47186 -3.43167 -0.18838
Cl 3.92277 1.76095 -5.20570
C 6.66629 5.83140 5.67864
C 4.99165 -1.51206 0.75489
C 5.13222 -3.95565 1.90540
H -1.59428 0.15872 2.35879
H 0.28707 0.19298 -3.55721
H 5.23084 -0.00228 -6.04742
H 5.15825 -4.46391 2.94041
Cl -5.65617 0.99845 -3.41454
C -0.58244 -1.18418 0.64847
C -1.03682 -3.88201 0.98340
C 0.77648 1.12466 -3.27726
Cl 5.53351 -0.15758 -3.72070
C 0.48803 2.79596 2.24785
Cl -11.40101 7.05308 -0.78718
Cl 5.70546 3.26437 -0.43060
C -11.68720 5.36527 -1.23458
Cl -0.51869 1.39973 1.81362
H -0.12053 -0.33147 0.03800
Cl -3.13259 -6.11222 1.24843
O 1.47916 -4.12703 -0.81079

---

(5)
16
Properties=species:S:1:pos:R:3 method="wB97M-V/def2-TZVPD" orbital_gap_ev=9.38 e_above_lowest_ev=7.091 e_lumo_ev=0.82
O -0.33621 2.07558 -0.49313
H -0.05966 -1.70195 -0.36307
H -1.24272 1.94221 -0.29277
H 3.23149 -1.16647 -0.75028
N 1.97317 -0.00111 0.23820
C -2.64990 -1.02098 0.26250
C 0.69967 0.15859 0.21421
H 1.12710 1.89175 0.78338
H -3.44871 -0.33338 0.28178
N -0.29375 -0.75352 -0.06880
N 2.34296 -1.30689 -0.27161
O -1.55812 -0.31831 -0.41251
H -2.92776 -1.93911 -0.27487
H 2.56230 -1.90075 0.50629
N 0.28150 1.46249 0.55966
H -2.51315 -1.48294 1.29230

---

(6)
12
Properties=species:S:1:pos:R:3 method="wB97M-V/def2-TZVPD" smiles=Nn1nnc(O)c1S orbital_gap_ev=9.67 e_above_lowest_ev=1.041 e_lumo_ev=0.43
S 0.24518 2.01436 0.71429
C -0.34530 -0.76240 1.09422
H 1.06437 0.86915 -2.16237
N -0.53513 -1.83843 0.29420
N -0.37131 -1.46435 -0.94886
N 0.14015 0.47086 -2.15277
H -0.52355 1.22966 -2.20625
C -0.03975 0.33536 0.32750
H 1.51773 1.93264 0.93363
N -0.06985 -0.17447 -0.94713
H -0.63808 -1.76946 2.62765
O -0.44446 -0.84293 2.42589

---

(7)
23
Properties=species:S:1:pos:R:3 method="wB97M-V/def2-TZVPD" smiles="C#CCCCCNC(=O)CI" orbital_gap_ev=9.63 e_above_lowest_ev=1.041 e_lumo_ev=0.27
H -1.75975 -2.53142 -1.16585
C 1.45856 -1.86748 -0.86479
C -1.61492 0.37959 0.26759
O -0.96639 3.18613 1.21409
H 1.90057 1.81050 1.95406
H -0.90883 -2.26926 0.29953
C -0.96647 -1.92840 -0.74341
H 0.24758 -1.93593 -2.51793
H 1.18893 3.32816 2.55401
H -2.12003 -0.25857 -1.62888
H -2.16447 -0.16798 1.02260
C 1.35682 2.69820 1.72212
I 2.48180 3.91253 0.28301
H 0.44282 0.35341 0.83648
C 0.27307 -2.38723 -1.52111
H 3.01867 -1.35033 0.69743
N -0.36655 0.97320 0.76468
H -0.46095 0.12588 -1.65974
H -2.44475 1.12282 0.06199
C -1.24956 -0.38032 -1.03913
C 2.34516 -1.59927 -0.08652
H 0.40094 -3.50761 -1.58515
C -0.09228 2.29337 1.13489

---

(8)
11
Properties=species:S:1:pos:R:3 method="wB97M-V/def2-TZVPD" orbital_gap_ev=8.07 e_above_lowest_ev=4.309 e_lumo_ev=0.17
H -1.40342 -1.92835 -0.05795
H 1.24864 1.58644 0.13903
C -0.74937 1.13503 -0.54575
N -1.59109 0.08042 -0.61726
C -0.91990 -0.98343 -0.29041
C 0.57702 -0.85993 -0.09317
H 1.44118 -0.28281 1.84726
H 1.32271 -1.45113 -0.63395
C 0.41751 0.88700 0.17315
C 0.62315 -0.24963 1.13392
H -0.96643 2.06640 -1.05486

---

(9)
11
Properties=species:S:1:pos:R:3 method="wB97M-V/def2-TZVPD" orbital_gap_ev=8.03 e_above_lowest_ev=4.423 e_lumo_ev=0.26
C -0.36644 1.67538 1.82925
C 0.61002 0.70681 0.19249
O 1.63904 1.00763 -0.38260
C -0.01383 -1.24609 -1.15406
H -1.03662 -0.39134 0.52456
H 0.90634 -0.95226 -1.66251
O -1.35859 1.06584 2.00922
H -0.84511 -1.20785 -1.86524
H 0.59240 1.92519 1.35562
H 0.09027 -2.27006 -0.78232
N -0.21747 -0.31326 -0.06442

---

(10)
36
Properties=species:S:1:pos:R:3 method="wB97M-V/def2-TZVPD" smiles=O.O.O.O.O.O.O.O.O.O.O.O orbital_gap_ev=10.93 e_above_lowest_ev=0.856 e_lumo_ev=0.04
O -14.93407 -4.48092 -4.63462
H -13.13839 -3.05984 -0.68764
H -11.45592 1.58120 -3.39114
H -11.99731 -0.79859 -3.23576
H -11.41467 -0.77001 0.17716
H -9.90167 -3.88637 -2.23248
O -11.34182 -0.06116 -0.47229
O -12.70108 2.20313 -2.20908
O -10.79635 -3.90053 -1.88348
O -8.66972 0.09927 -2.22401
H -14.02097 -4.78562 -4.47872
H -14.85156 -1.45816 -4.88819
O -12.55332 -1.49228 -2.82867
O -12.61446 -2.54441 -0.05954
O -9.00431 -2.46633 -3.53458
H -11.08569 1.19499 -4.77327
O -11.69144 -3.95929 -5.54368
H -9.79648 -1.90362 -3.42813
H -11.88277 2.22140 -1.68069
O -14.10704 0.17970 -1.07341
O -14.01423 -1.95737 -4.91747
H -15.31064 -4.22510 -3.78753
H -13.49423 -0.05138 -0.36245
H -9.50923 0.42915 -2.57790
O -10.84659 0.94390 -3.86934
H -8.32640 -1.91198 -3.11840
H -12.36150 -3.16302 0.62462
H -8.36938 0.71784 -1.55364
H -10.43552 -0.22602 -0.80902
H -14.27929 -2.86531 -5.03391
H -11.12891 -2.99696 -2.01279
H -13.28071 1.51951 -1.77716
H -13.11233 -1.75606 -3.57992
H -11.17932 -3.12479 -5.41150
H -13.84896 -0.50455 -1.71302
H -11.33318 -4.49311 -4.81220

---

(11)
142
Properties=species:S:1:pos:R:3 method="wB97M-V/def2-TZVPD" smiles="CC[C@@H](Br)C1=C(CCO)C(=O)OC1=O.C1CCOC1.C1CCOC1.C1CCOC1.C1CCOC1.C1CCOC1.C1CCOC1.C1CCOC1.C1CCOC1.C1CCOC1" orbital_gap_ev=8.28 e_lumo_ev=-0.63
H -5.09625 1.91955 -3.50992
H -4.89663 -2.42819 2.88595
C -2.77972 3.49777 -2.06014
H -7.11010 -1.20510 -4.49804
H -4.53197 -7.01476 -3.23562
C 9.07078 -0.55385 -2.95523
H 2.02714 5.92879 2.51156
H -0.03687 4.89388 -0.62046
C 2.24499 1.37161 -0.78980
H 11.78728 1.50452 -3.43448
H 0.36181 2.27990 -1.32401
H -1.77774 -4.10254 3.04559
C 0.16563 -4.57646 0.84302
O -7.60410 0.52843 -3.50219
H 0.31287 1.42380 0.21718
H 3.34924 6.43864 4.93363
H -4.66741 -9.14888 -0.06913
C 2.39841 6.75330 5.37831
H 1.68999 3.26042 1.99223
H -6.41344 -1.17663 0.55626
H 4.18661 -0.55794 2.48387
H 7.77860 1.54359 -1.52701
C -5.63247 -1.71120 2.51441
H 12.43019 1.25475 -1.26800
H 2.69715 2.36555 -0.74744
O 5.93304 1.33064 -0.81548
O 10.70573 -2.27841 -2.35049
H 0.13505 -4.47046 -0.24684
C 9.86336 0.66216 -3.29584
H 0.81319 4.02437 5.44097
C 1.50978 0.11387 -2.62131
H 1.77688 -0.89460 -2.93971
C -1.83993 -4.10730 1.95092
C -5.24512 -6.89010 -2.41810
H 0.48499 -0.74166 -0.92433
O 8.59046 -2.82522 -2.89919
H -9.11464 1.92551 -3.59717
H 12.10891 -0.46521 -1.29841
C -4.73866 2.33046 -2.56596
H -5.17458 -2.44541 0.49873
O -0.10341 3.83192 1.13947
H 11.79093 -0.23389 -3.60617
H 2.61526 0.78014 0.05300
H -3.21557 -0.21200 2.42252
C -0.39424 5.02073 0.40928
H -6.17241 0.34231 2.91552
C 0.33529 6.15358 1.11818
C -0.44916 -5.89718 1.28652
H -9.29254 -1.46375 -5.50896
O -3.98595 3.52516 -2.82320
H 1.46861 -2.95687 3.90977
H -6.09801 -6.32739 -2.79385
C -7.94518 -0.79334 -3.92045
H 3.57642 0.64359 3.63685
H -2.39002 -5.52842 0.42269
H -9.91597 1.18047 -5.75525
H -0.27062 6.54084 1.94030
C 9.63282 -1.93020 -2.71887
H -4.32785 0.67966 -1.18401
H -3.43382 2.71179 -0.15655
C -4.41732 -8.52980 -0.93109
C 0.40172 0.13294 -1.57388
C -9.19611 -0.66121 -4.77934
H 1.67851 7.21316 7.36092
H -0.25692 -6.70759 0.58539
C 2.09491 -2.30365 3.30451
H 1.19864 -4.45359 1.17231
C 7.43758 -2.11138 -2.58361
H 2.54325 -1.04510 5.00436
H -4.16453 1.19315 1.90586
H 2.20919 7.78843 5.09207
O 2.64867 0.72284 -2.00503
C 2.39924 6.54400 6.88617
C 1.55911 5.42506 1.67124
H 0.92546 -1.60571 1.58917
H 6.59280 0.69068 -3.96911
C 0.72926 1.40187 -0.78670
C 3.34922 -0.30221 3.14253
H -3.20362 0.81610 -2.53896
H -7.68678 2.27863 -4.58728
C 11.68854 0.50571 -1.53177
H 5.72095 -0.17163 -2.71468
H 3.37511 6.72169 7.33492
H -5.60824 2.59149 -1.95330
C 0.96828 4.07751 2.05707
C 3.05248 -1.43361 4.11926
H -3.60891 -9.01796 -1.48577
H -2.68380 -3.48355 1.65067
H -1.94084 3.31083 -2.74252
C 7.74163 -0.67364 -2.82838
C 0.90272 5.02347 5.86899
H -1.47681 5.15447 0.38625
H -8.09594 -1.41785 -3.03895
O -3.95303 -7.25770 -0.47185
H 2.75275 4.41431 6.80038
H -2.63030 4.47116 -1.59178
Br 9.58716 0.95336 -5.23211
H -5.30551 -5.70713 -0.59421
C 1.92350 5.09761 6.99600
O 2.17288 -0.14591 2.34860
O 6.45645 -2.61630 -2.14941
H 2.65817 -2.92403 2.60329
O -0.63557 -3.54425 1.42455
H -0.59530 0.13614 -2.01382
H 2.30651 5.29717 0.88302
C 6.65728 0.34127 -2.93873
H -3.81344 -5.49005 -1.52846
H 3.95191 -1.95419 4.44492
H -6.52449 -8.16821 -1.23518
H -6.62335 -2.06223 2.79852
H -2.49597 -6.19361 2.04837
H 9.47494 1.55528 -2.82064
H -0.05403 -6.18930 2.26254
C -1.92501 -5.52617 1.40612
H -1.95908 1.94804 -0.75536
H 0.43216 -0.91325 3.14049
C -5.48101 -1.53129 1.00957
H 10.79241 0.65976 -0.93297
O 1.35402 5.92731 4.85556
C -8.99539 0.71853 -5.40240
H -8.30275 0.65217 -6.24413
H -4.98908 -0.28486 4.06790
C 11.36161 0.58496 -3.03641
H 0.55960 4.10240 3.07069
C -5.61321 -8.25078 -1.83142
H 1.49754 4.84687 7.96600
C -5.30355 -0.31024 3.02584
H -5.76587 -9.02596 -2.58045
O -4.47498 -0.53460 0.82448
H 6.56835 2.45859 -2.43370
C -4.57232 -6.21510 -1.23060
H 0.57672 6.98116 0.45248
C -8.35542 1.48494 -4.25231
H 5.02435 1.21896 -1.11605
H -0.08766 5.34545 6.20798
C 6.77083 1.50852 -1.93371
C -2.91973 2.36340 -1.05601
C -3.80476 1.38482 -1.82356
C -4.19869 0.11538 2.06791
C 1.29052 -1.25454 2.55136
H 1.23434 0.69648 -3.50747
H -10.08901 -0.66271 -4.15035

---

(12)
25
Properties=species:S:1:pos:R:3 method="wB97M-V/def2-TZVPD" orbital_gap_ev="8.65 / 8.65" e_above_lowest_ev=2.163 total_charge=+2 e_lumo_ev="-8.19 / -8.19"
C -0.75920 0.08285 0.39453
H -0.15625 0.22430 2.49050
H 0.46149 -0.44147 -2.84135
H -2.13040 1.96831 1.99408
C -1.13217 1.41990 0.12318
H -2.72808 -0.38502 1.34078
C 0.28994 -0.09065 1.58335
N 1.77677 -2.49029 0.22843
H -2.61612 2.66835 0.59723
H -1.26443 2.94860 -1.22898
C 0.15446 0.08694 -1.98802
O -1.89987 -2.02136 0.46376
N -0.84003 1.99841 -1.02664
H -0.35197 -1.67720 -1.06507
C -1.96751 -0.86197 0.72356
H 2.34040 -0.46260 1.95935
H 2.40581 -0.84942 -0.95613
C -0.15246 1.38726 -2.07052
C 1.53118 -0.43254 1.22520
H 1.95947 -3.16503 -0.51667
C 1.79355 -1.22066 -0.12196
H 1.14855 -2.78611 1.06911
H 0.12714 1.92402 -2.94098
N 0.03869 -0.73231 -0.87306
N -1.90707 2.02995 1.01835

---

(13)
14
Properties=species:S:1:pos:R:3 method="wB97M-V/def2-TZVPD" orbital_gap_ev=9.64 e_above_lowest_ev=7.026 e_lumo_ev=0.43
O 0.80847 1.57203 0.78945
N 1.16615 -0.54487 0.63199
O -0.30663 -2.00618 -1.77738
N -1.29750 1.27943 -1.48273
H 0.00809 -1.15648 2.28183
H -0.47494 1.58640 2.34259
C -0.99492 0.11883 -1.41888
C 0.08051 0.96619 1.75731
C 1.39111 0.67966 0.02072
H -0.83882 2.04322 -1.03353
N -1.11839 -1.05970 -1.29082
H 1.30146 -1.36172 0.17959
H -0.03268 -1.74834 -2.71999
C 0.30807 -0.36848 1.71985

---

E readings, ordered: -1638.3886 -1843.1900 -401.6028 -14035.2556 -450.3249 -770.9998 -739.6283 -248.1167 -322.4118 -917.2939 -5316.4277 -605.5856 -469.9815 Eh